Entry 1:
ORCA calculation (wB97M-V/def2-TZVPD) on 5 unconnected molecules or ions with the total composition C29H58B2FIN4O13PS.

Calculated values
HOMO level (eV): -11.2
Max |F| (eV/A): 2.8
LUMO level (eV): -3.37
Charge: +1

CARTESIAN COORDINATES (ANGSTROEM)
C 1.942 -2.762 -0.711
B 2.213 -1.964 0.628
O 3.347 -2.257 1.334
N 1.224 -0.847 1.010
C 0.667 -0.712 2.241
N 0.025 -1.568 2.969
C -0.521 -1.307 4.321
C -2.056 -1.093 4.457
C -2.666 -2.041 5.535
C -2.890 -1.236 3.175
P -0.182 -3.222 2.278
O -1.124 -3.923 3.390
I -1.521 -2.963 0.217
N 0.773 0.636 2.735
C -0.449 1.312 2.166
C -1.369 1.909 3.230
N -2.567 2.196 2.947
C 2.079 1.096 2.246
C 2.335 2.582 1.949
C 2.438 3.551 3.144
C 1.165 3.718 3.932
O 0.929 3.279 5.026
O 0.250 4.484 3.281
S 3.240 0.485 3.497
O 3.110 -0.921 3.675
O 4.538 0.938 3.150
F 2.828 1.154 4.835
C 2.105 0.345 0.863
O 1.590 1.071 -0.216
B 2.501 1.359 -1.251
O 3.606 2.135 -1.044
O 2.266 0.811 -2.491
H 1.494 -3.737 -0.521
H 1.295 -2.159 -1.363
H 2.899 -2.852 -1.239
H 3.145 -2.728 2.154
H -0.014 -0.478 4.813
H -0.258 -2.188 4.914
H -2.223 -0.090 4.855
H -3.652 -2.379 5.219
H -2.037 -2.910 5.739
H -2.756 -1.482 6.468
H -2.393 -0.939 2.249
H -3.845 -0.720 3.272
H -3.145 -2.295 3.051
H -1.741 -4.549 2.982
H -0.206 2.091 1.442
H -1.048 0.579 1.618
H -1.025 2.097 4.249
H -2.750 1.987 1.961
H 1.619 3.006 1.247
H 3.299 2.615 1.433
H 3.282 3.324 3.795
H 2.668 4.535 2.722
H -0.557 4.415 3.815
H 3.159 0.143 0.614
H 4.371 1.634 -1.389
H 2.230 -0.153 -2.453
C -2.376 -0.861 -4.159
C -1.586 0.437 -4.286
C -0.582 0.300 -3.152
O -0.326 -1.103 -2.990
C -1.298 -1.848 -3.748
H -2.889 -1.157 -5.072
H -3.121 -0.766 -3.364
H -1.065 0.461 -5.246
H -2.196 1.335 -4.208
H -0.996 0.680 -2.209
H 0.353 0.817 -3.350
H -0.797 -2.272 -4.621
H -1.685 -2.667 -3.138
C -6.852 1.974 4.668
C -5.654 2.795 5.131
C -5.066 1.903 6.212
O -5.359 0.551 5.834
C -6.311 0.556 4.764
H -7.199 2.228 3.668
H -7.685 2.106 5.362
H -4.941 2.910 4.311
H -5.916 3.787 5.496
H -5.534 2.093 7.184
H -3.987 2.023 6.318
H -5.792 0.269 3.842
H -7.089 -0.181 4.968
C -2.627 -4.720 -8.476
C -1.748 -3.580 -8.972
C -1.935 -2.543 -7.876
O -2.168 -3.267 -6.661
C -2.413 -4.645 -6.972
H -2.364 -5.691 -8.892
H -3.673 -4.517 -8.717
H -0.705 -3.903 -9.010
H -2.024 -3.209 -9.958
H -2.809 -1.912 -8.070
H -1.063 -1.898 -7.752
H -1.536 -5.224 -6.666
H -3.276 -4.997 -6.405
C 8.182 2.448 -3.525
C 7.258 2.560 -4.732
C 6.003 1.862 -4.233
O 5.950 2.082 -2.814
C 7.208 2.617 -2.370
H 8.981 3.187 -3.514
H 8.634 1.455 -3.493
H 7.045 3.610 -4.940
H 7.660 2.108 -5.636
H 6.051 0.783 -4.409
H 5.094 2.248 -4.693
H 7.060 3.673 -2.126
H 7.528 2.094 -1.468

Entry 2:
ORCA calculation (wB97M-V/def2-TZVPD) on a molecular structure, C29H58BeNO26.

Calculated values
HOMO level (eV): -11.0
Max |F| (eV/A): 4.3
LUMO level (eV): -9.75
Charge: +1

CARTESIAN COORDINATES (ANGSTROEM)
Be 2.257 3.189 3.502
N -0.886 0.366 0.108
O -0.531 1.508 -0.166
O -0.620 -0.029 1.217
O -1.569 -0.262 -0.673
C 7.357 -1.707 0.610
C 8.178 -0.492 0.868
C 7.648 -0.002 2.161
O 6.298 -0.051 1.912
C 5.996 -1.230 1.125
H 7.656 -2.574 1.200
H 7.204 -2.068 -0.407
H 8.041 0.264 0.095
H 9.236 -0.752 0.906
H 7.959 1.017 2.393
H 8.040 -0.525 3.033
H 5.347 -1.035 0.272
H 5.460 -1.939 1.755
C -7.272 -5.259 -5.326
C -8.367 -6.103 -4.789
C -8.712 -5.484 -3.397
O -7.972 -4.283 -3.379
C -6.817 -4.431 -4.159
H -7.673 -4.641 -6.129
H -6.459 -5.811 -5.798
H -8.007 -7.102 -4.545
H -9.267 -6.075 -5.404
H -8.407 -6.009 -2.492
H -9.786 -5.322 -3.300
H -6.146 -5.044 -3.557
H -6.312 -3.507 -4.441
C -5.120 -5.098 2.327
O -5.341 -6.541 2.182
C -4.318 -7.198 1.580
O -3.161 -6.765 1.472
O -4.724 -8.462 1.244
C -3.886 -9.269 0.524
H -4.252 -4.771 2.899
H -5.962 -4.670 2.871
H -5.038 -4.588 1.367
H -2.967 -9.453 1.080
H -3.557 -8.719 -0.357
H -4.331 -10.190 0.146
C 1.660 -5.609 -4.521
O 2.221 -6.400 -5.512
C 3.571 -6.668 -5.580
O 4.433 -6.346 -4.778
O 3.740 -7.396 -6.600
C 5.044 -7.628 -7.174
H 0.607 -5.579 -4.803
H 2.156 -4.640 -4.465
H 1.610 -6.004 -3.506
H 5.840 -7.872 -6.470
H 5.473 -6.805 -7.746
H 4.968 -8.462 -7.872
C 1.509 -3.298 6.840
O 2.521 -2.948 7.787
C 3.133 -1.728 7.761
O 2.795 -0.700 7.106
O 4.091 -1.698 8.730
C 4.858 -0.561 8.938
H 1.711 -2.985 5.816
H 0.541 -2.938 7.189
H 1.385 -4.380 6.798
H 5.633 -0.540 8.172
H 5.284 -0.617 9.940
H 4.235 0.329 8.850
C -2.451 7.519 0.177
O -2.218 8.655 1.029
C -1.205 8.622 1.936
O -0.457 7.682 2.123
O -1.245 9.812 2.553
C -0.427 10.091 3.658
H -1.815 7.343 -0.690
H -3.404 7.804 -0.269
H -2.549 6.596 0.749
H -0.666 9.483 4.531
H -0.574 11.130 3.953
H 0.618 10.015 3.356
C -2.327 2.624 -7.025
O -1.848 3.207 -8.237
C -1.976 4.531 -8.396
O -2.270 5.331 -7.509
O -1.809 4.930 -9.658
C -2.162 6.236 -10.162
H -1.632 2.947 -6.251
H -2.129 1.557 -7.133
H -3.355 2.823 -6.721
H -1.339 6.884 -9.860
H -3.073 6.690 -9.771
H -2.179 6.334 -11.247
C -1.797 1.899 9.397
O -2.713 1.414 8.432
C -2.709 1.963 7.214
O -1.951 2.852 6.800
O -3.850 1.439 6.590
C -4.360 2.138 5.507
H -0.804 1.804 8.959
H -1.887 1.284 10.293
H -1.907 2.917 9.769
H -5.001 1.498 4.900
H -3.578 2.369 4.784
H -4.837 3.073 5.800
C 6.167 7.804 0.386
O 5.802 7.467 -0.912
C 5.102 6.425 -1.205
O 4.716 5.596 -0.391
O 4.764 6.482 -2.426
C 3.820 5.616 -3.035
H 6.786 8.701 0.406
H 6.696 6.922 0.744
H 5.271 7.976 0.983
H 3.162 6.104 -3.755
H 3.123 5.259 -2.276
H 4.238 4.741 -3.533

Entry 3:
ORCA calculation (wB97M-V/def2-TZVPD) on 9 unconnected molecules or ions with the total composition C29H58Br6O11.

Calculated values
HOMO level (eV): -9.6
Max |F| (eV/A): 4.2
LUMO level (eV): 0.10
SMILES string: CCOC(C)=O.CCOC(C)=O.CCOC(C)=O.CCOC(C)=O.CCOC(C)=O.CC(C)=O.BrCCBr.BrCCBr.BrCCBr
Energy relative to the best compared isomer or geometry (same formula, charge and spin) (kcal/mol): 0.0
Charge: 0

CARTESIAN COORDINATES (ANGSTROEM)
C -15.232 10.682 25.973
C -15.924 11.747 25.136
O -16.349 12.857 25.924
C -17.033 13.885 25.414
C -17.746 14.714 26.489
O -17.265 14.094 24.229
H -14.467 11.055 26.655
H -14.848 9.911 25.304
H -15.961 10.164 26.597
H -15.303 12.076 24.303
H -16.808 11.292 24.690
H -17.142 15.613 26.606
H -17.983 14.247 27.445
H -18.729 15.012 26.126
C -10.155 4.997 24.296
C -11.329 4.220 23.770
O -11.181 2.841 24.091
C -12.135 1.934 23.899
C -11.623 0.534 24.157
O -13.326 2.133 23.659
H -9.218 4.442 24.274
H -10.378 5.264 25.329
H -10.040 5.852 23.629
H -12.182 4.604 24.328
H -11.481 4.389 22.704
H -12.507 -0.085 24.307
H -11.059 0.634 25.084
H -11.098 0.080 23.316
C -12.508 9.259 9.258
C -12.766 8.049 10.312
O -11.487 7.347 10.487
C -10.400 7.755 11.187
C -9.183 6.960 10.930
O -10.399 8.778 11.868
H -12.038 10.103 9.763
H -13.389 9.766 8.864
H -11.931 8.912 8.400
H -13.268 8.303 11.246
H -13.458 7.319 9.892
H -8.974 7.020 9.862
H -9.401 5.997 11.394
H -8.358 7.428 11.466
C -21.719 4.113 8.049
C -21.035 4.851 9.165
O -20.143 4.083 9.921
C -19.156 4.637 10.614
C -18.492 3.583 11.455
O -18.898 5.873 10.651
H -20.921 3.484 7.657
H -22.109 4.667 7.194
H -22.476 3.511 8.552
H -20.537 5.692 8.682
H -21.797 5.363 9.753
H -18.285 2.662 10.911
H -19.132 3.393 12.316
H -17.492 3.871 11.778
C -24.055 8.009 16.067
C -25.477 7.359 15.897
O -26.104 8.030 14.793
C -27.443 8.149 14.864
C -28.042 9.053 13.783
O -28.176 7.551 15.703
H -23.617 8.170 15.082
H -23.311 7.385 16.562
H -24.059 9.034 16.440
H -25.479 6.301 15.636
H -26.097 7.486 16.784
H -29.103 9.143 14.018
H -27.942 8.676 12.765
H -27.520 10.008 13.837
C -16.119 7.983 19.619
C -15.463 7.213 18.444
C -16.187 7.125 17.136
O -14.387 6.614 18.630
H -15.553 7.983 20.551
H -16.961 7.308 19.776
H -16.483 8.929 19.219
H -15.958 8.076 16.654
H -17.251 6.889 17.163
H -15.675 6.359 16.555
Br -15.816 -0.794 18.840
C -17.278 -0.090 17.718
C -17.703 1.227 18.340
Br -19.581 1.573 17.900
H -18.049 -0.860 17.696
H -16.776 -0.060 16.751
H -17.128 2.044 17.904
H -17.461 1.262 19.402
Br -12.028 11.454 16.359
C -10.251 11.002 17.052
C -10.236 9.593 17.671
Br -8.415 9.356 18.563
H -9.895 11.734 17.777
H -9.637 11.070 16.154
H -10.320 8.860 16.870
H -11.055 9.488 18.383
Br -21.697 9.765 22.605
C -22.211 11.684 23.023
C -23.506 12.121 22.250
Br -23.676 14.046 22.456
H -21.322 12.253 22.752
H -22.312 11.799 24.102
H -24.427 11.581 22.467
H -23.308 12.049 21.181

Entry 4:
ORCA calculation (wB97M-V/def2-TZVPD) on a single C29H58FN2OPS molecule.

Calculated values
HOMO level (eV): -8.6
Max |F| (eV/A): 8.3
LUMO level (eV): 0.38
Charge: 0

CARTESIAN COORDINATES (ANGSTROEM)
C -7.016 0.088 4.002
C -7.276 1.671 3.663
C -5.960 2.638 3.800
C -4.547 1.855 4.083
C -4.237 1.594 5.698
C -3.745 0.054 6.004
C -2.140 -0.104 6.314
C -1.155 0.428 5.103
C -0.102 -0.756 4.567
C 1.283 -0.085 3.916
C 2.256 -1.215 3.218
C 3.610 -0.553 2.494
C 3.044 0.533 1.405
C 4.026 0.813 0.122
C 3.610 -0.073 -1.236
C 2.764 0.905 -2.219
C 3.911 1.216 -3.397
O 4.618 2.316 -3.645
N 3.843 -0.131 -4.130
C 2.436 -0.768 -4.236
P 2.256 -0.761 -6.123
N 1.112 -1.708 -6.755
C 2.739 -2.273 -3.687
C 4.185 -2.887 -4.264
C 1.608 -3.418 -4.101
C 1.478 -4.633 -2.977
C 1.609 0.318 -3.268
C 0.574 -0.594 -2.396
S -0.727 0.288 -1.408
C -0.121 1.790 -0.497
C -1.216 2.066 0.738
C 1.094 1.642 -4.082
F 1.210 2.934 -3.300
C -0.448 1.654 -4.602
C -0.968 0.401 -5.484
H -6.176 -0.398 3.316
H -6.845 -0.092 5.147
H -8.018 -0.489 3.721
H -8.109 2.060 4.413
H -7.754 1.789 2.582
H -5.856 3.215 2.764
H -6.217 3.480 4.596
H -4.396 0.872 3.451
H -3.681 2.594 3.727
H -3.517 2.423 6.117
H -5.287 1.759 6.238
H -4.152 -0.670 5.163
H -4.306 -0.278 7.004
H -1.941 -1.265 6.476
H -1.925 0.404 7.358
H -1.853 0.836 4.256
H -0.573 1.374 5.531
H -0.704 -1.374 3.773
H 0.208 -1.411 5.486
H 0.891 0.743 3.166
H 1.896 0.458 4.751
H 2.514 -2.127 3.912
H 1.628 -1.663 2.307
H 4.319 -1.380 2.029
H 4.152 0.064 3.357
H 2.862 1.586 1.931
H 2.033 0.075 0.972
H 5.110 0.438 0.453
H 4.178 1.966 -0.131
H 3.066 -1.018 -0.826
H 4.655 -0.446 -1.658
H 2.480 1.766 -1.481
H 4.285 0.061 -5.061
H 3.530 -1.260 -6.661
H 2.037 0.554 -6.722
H 0.485 -1.114 -7.344
H 2.826 -2.379 -2.514
H 5.121 -2.408 -3.748
H 4.174 -4.028 -3.912
H 4.230 -2.920 -5.435
H 0.580 -2.970 -4.435
H 2.056 -3.949 -5.072
H 0.425 -5.185 -3.024
H 1.792 -4.313 -1.896
H 2.266 -5.465 -3.310
H -0.006 -1.305 -3.161
H 1.095 -1.361 -1.645
H -0.216 2.762 -1.184
H 0.917 1.696 0.033
H -2.309 2.258 0.332
H -1.213 1.110 1.434
H -0.849 2.959 1.439
H 1.768 1.875 -5.041
H -1.262 1.853 -3.751
H -0.543 2.618 -5.303
H -2.160 0.439 -5.500
H -0.648 0.600 -6.615
H -0.676 -0.668 -5.123